DFT (ωB97M-V/def2-TZVPD) results for a cluster of 2 separate species, C3H5Br3Si in total in a non-equilibrium geometry.

Its HOMO-LUMO gap is 9.59 eV. As for the LUMO energy: 0.29 eV. The SMILES is Br[SiH](Br)Br.C1=CC1. As for the total energy: -8128.84753 a.u. The value obtained for the energy above the lowest of the compared OMol25 structures with the same formula, charge and spin is 69.1 kcal per mole. For the HOMO energy, the calculation gives -9.30 eV.

Geometry as ORCA input:
```
! wB97M-V def2-TZVPD RIJCOSX def2/J DEFGRID3
* xyz 0 1
Br 3.276 3.510 1.543
Si 2.278 2.121 0.255
Br 1.704 0.400 1.563
Br 3.770 1.444 -1.228
H 1.226 2.185 -0.659
C -2.348 -1.785 -0.697
C -1.333 -0.932 -0.865
C -1.643 -1.303 0.568
H -2.940 -2.485 -1.161
H -0.679 -0.593 -1.632
H -2.182 -0.514 1.173
H -1.128 -2.048 1.141
*
```

DFT (ωB97M-V/def2-TZVPD) results for the molecule C3H5BrO in a non-equilibrium geometry.

Its HOMO-LUMO gap is 10.91 eV. As for the LUMO energy: 0.82 eV. The SMILES is C[C@H]1O[C@@H]1Br. As for the total energy: -2766.49341 a.u. The value obtained for the energy above the lowest of the compared OMol25 structures with the same formula, charge and spin is 26.8 kcal per mole. For the HOMO energy, the calculation gives -10.09 eV.

Geometry as ORCA input:
```
! wB97M-V def2-TZVPD RIJCOSX def2/J DEFGRID3
* xyz 0 1
C -0.652 -1.044 0.643
C 0.390 -0.106 0.178
O 0.972 -0.150 -1.350
C 0.293 0.906 -0.878
Br 1.387 2.580 -0.673
H -1.432 -1.276 -0.132
H -1.210 -0.534 1.396
H -0.172 -1.825 1.242
H 1.128 0.171 0.931
H -0.704 1.278 -1.358
*
```

DFT (ωB97M-V/def2-TZVPD) results for the molecule C3H5BrO in a non-equilibrium geometry.

Its HOMO-LUMO gap is 10.25 eV. As for the LUMO energy: -0.03 eV. The SMILES is C[C@H](Br)C=O. As for the total energy: -2766.51867 a.u. The value obtained for the energy above the lowest of the compared OMol25 structures with the same formula, charge and spin is 10.9 kcal per mole. For the HOMO energy, the calculation gives -10.28 eV.

Geometry as ORCA input:
```
! wB97M-V def2-TZVPD RIJCOSX def2/J DEFGRID3
* xyz 0 1
C -0.157 0.957 0.475
C -0.409 -0.156 -0.465
Br -2.136 -1.113 0.119
C 0.802 -1.024 -0.360
O 1.768 -0.649 0.237
H -1.166 1.403 0.847
H 0.543 1.827 0.113
H 0.425 0.699 1.441
H -0.523 0.000 -1.454
H 0.853 -1.944 -0.954
*
```

DFT (ωB97M-V/def2-TZVPD) results for the molecule C3H5BrO2 in a non-equilibrium geometry.

Its HOMO-LUMO gap is 10.67 eV. As for the LUMO energy: 0.35 eV. The SMILES is C[C@@H](O)C(=O)Br. As for the total energy: -2841.76367 a.u. The value obtained for the energy above the lowest of the compared OMol25 structures with the same formula, charge and spin is 22.1 kcal per mole. For the HOMO energy, the calculation gives -10.33 eV.

Geometry as ORCA input:
```
! wB97M-V def2-TZVPD RIJCOSX def2/J DEFGRID3
* xyz 0 1
C -0.451 -0.977 -0.645
C -0.258 0.291 0.281
O -0.445 -0.019 1.605
C 1.034 0.990 0.120
O 1.933 1.140 0.838
Br 0.951 2.040 -1.767
H 0.200 -1.683 -0.260
H -0.409 -0.800 -1.697
H -1.435 -1.303 -0.671
H -1.237 0.810 0.003
H 0.117 -0.488 2.194
*
```

DFT (ωB97M-V/def2-TZVPD) results for a cluster of 2 separate species, C3H5BrO2S in total in a non-equilibrium geometry.

Its HOMO-LUMO gap (spin up / spin down) is 8.94 / 4.98 eV. As for the LUMO energy (spin up / spin down): -1.05 / -3.60 eV. As for the total energy: -3239.79603 a.u. The value obtained for the energy above the lowest of the compared OMol25 structures with the same formula, charge and spin is 89.2 kcal per mole. For the HOMO energy (spin up / spin down), the calculation gives -10.00 / -8.58 eV.

Geometry as ORCA input:
```
! wB97M-V def2-TZVPD RIJCOSX def2/J DEFGRID3
* xyz 0 1
C 1.186 -0.960 -0.012
C 1.459 0.378 -0.628
C 1.020 0.178 0.840
O -1.504 0.964 -1.044
O -3.242 1.501 0.591
S -2.059 0.666 0.304
Br -2.592 -1.555 0.503
H 0.222 -1.456 -0.336
H 1.882 -1.639 0.355
H 2.410 0.734 -0.921
H 0.686 0.719 -1.449
H 0.533 0.471 1.796
*
```

DFT (ωB97M-V/def2-TZVPD) results for the molecule C3H5BrS in a non-equilibrium geometry.

Its HOMO-LUMO gap is 9.61 eV. As for the LUMO energy: 0.57 eV. The SMILES is C/C(S)=C/Br. As for the total energy: -3089.42573 a.u. The value obtained for the energy above the lowest of the compared OMol25 structures with the same formula, charge and spin is 39.7 kcal per mole. For the HOMO energy, the calculation gives -9.05 eV.

Geometry as ORCA input:
```
! wB97M-V def2-TZVPD RIJCOSX def2/J DEFGRID3
* xyz 0 1
C 1.252 -0.341 -0.002
C -0.177 0.123 0.136
S 0.037 2.004 0.622
C -1.177 -0.867 -0.024
Br -3.054 -0.344 0.086
H 1.525 -0.412 -1.092
H 1.388 -1.285 0.522
H 1.955 0.438 0.553
H -0.591 2.562 -0.573
H -1.159 -1.879 -0.226
*
```

DFT (ωB97M-V/def2-TZVPD) results for the molecule C3H5BrS in a non-equilibrium geometry.

Its HOMO-LUMO gap is 9.59 eV. As for the LUMO energy: 0.62 eV. The SMILES is C[C@]1(Br)CS1. As for the total energy: -3089.46291 a.u. The value obtained for the energy above the lowest of the compared OMol25 structures with the same formula, charge and spin is 16.4 kcal per mole. For the HOMO energy, the calculation gives -8.97 eV.

Geometry as ORCA input:
```
! wB97M-V def2-TZVPD RIJCOSX def2/J DEFGRID3
* xyz 0 1
C -0.091 0.753 -1.070
C 0.196 -0.405 -0.164
Br 0.435 -2.123 -1.034
C -0.219 -0.386 1.378
S 1.432 0.083 1.200
H 0.784 0.842 -1.794
H -0.230 1.600 -0.405
H -1.103 0.500 -1.589
H -0.798 0.516 1.658
H -0.407 -1.380 1.822
*
```

DFT (ωB97M-V/def2-TZVPD) results for the molecule C3H5Cl2F in a non-equilibrium geometry.

Its HOMO-LUMO gap is 11.90 eV. As for the LUMO energy: 0.84 eV. The SMILES is FC[C@@H](Cl)CCl. As for the total energy: -1137.53198 a.u. The value obtained for the energy above the lowest of the compared OMol25 structures with the same formula, charge and spin is 15.4 kcal per mole. For the HOMO energy, the calculation gives -11.05 eV.

Geometry as ORCA input:
```
! wB97M-V def2-TZVPD RIJCOSX def2/J DEFGRID3
* xyz 0 1
F 1.560 1.205 -1.431
C 0.770 0.970 -0.348
C 0.044 -0.375 -0.360
Cl 1.294 -1.714 -0.240
C -0.921 -0.425 0.691
Cl -2.160 -1.747 0.513
H 1.398 0.889 0.430
H 0.111 1.824 -0.328
H -0.299 -0.609 -1.326
H -1.285 0.602 0.779
H -0.510 -0.619 1.622
*
```